*one*
The following is a DFT calculation (wB97M-V/def2-TZVPD) of a structure of composition C2H6O3P.

Geometry as ORCA input:
```
! RIJCOSX wB97M-V def2-TZVPD def2/J DEFGRID3
* xyz -1 1
C 0.603 0.725 -1.358
C -0.181 1.112 -0.114
O -1.455 -2.114 0.575
O 0.185 -0.404 2.659
O -1.402 1.171 -0.104
P 0.371 -0.757 1.246
H 1.668 0.663 -1.144
H 0.244 -0.230 -1.723
H 0.428 1.481 -2.127
H 0.402 1.732 0.605
H -1.987 -1.389 0.240
H 1.125 -1.989 1.245
*
```

Values from the calculation:
* HOMO-LUMO gap: 8.00 eV
* LUMO level: 4.03 eV

*two*
The following is a DFT calculation (wB97M-V/def2-TZVPD) of a cluster of 2 separate species, C2H6O3P in total.

Geometry as ORCA input:
```
! RIJCOSX wB97M-V def2-TZVPD def2/J DEFGRID3
* xyz -1 1
C -2.079 0.470 0.274
C 1.738 -1.095 -0.271
O 1.098 1.151 1.221
O 0.925 1.371 -1.324
O -1.190 -0.515 0.000
P 0.926 0.542 -0.108
H -1.726 1.165 1.058
H -3.024 0.014 0.638
H -2.333 1.081 -0.614
H 2.811 -0.952 -0.138
H 1.335 -1.724 0.512
H 1.519 -1.508 -1.249
*
```

Values from the calculation:
* HOMO-LUMO gap: 8.29 eV
* LUMO level: 4.17 eV

The calculated energies rank the structures as follows, beginning with the most stable: *two*, *one*.

*one*
The following is a DFT calculation (wB97M-V/def2-TZVPD) of a cluster of 2 separate species, CHN3O2 in total.

Geometry as ORCA input:
```
! RIJCOSX wB97M-V def2-TZVPD def2/J DEFGRID3
* xyz 0 1
C 2.024 2.295 -1.274
N 2.773 2.914 -1.949
N 0.133 0.868 -0.532
N 1.346 1.389 -0.407
O -0.895 1.677 -2.086
O -0.361 0.322 0.258
H -0.985 2.539 -2.490
*
```

Values from the calculation:
* HOMO-LUMO gap (spin up / spin down): 7.63 / 7.66 eV
* LUMO level (spin up / spin down): -3.38 / -3.38 eV

*two*
The following is a DFT calculation (wB97M-V/def2-TZVPD) of the molecule CHN3O2.

Geometry as ORCA input:
```
! RIJCOSX wB97M-V def2-TZVPD def2/J DEFGRID3
* xyz 0 1
O 2.268 -0.009 -0.151
C 1.064 0.313 0.072
N 0.157 1.299 0.148
N -1.031 0.736 -0.137
N -0.971 -0.421 -0.128
O 0.185 -0.833 0.174
H -1.672 -1.084 0.024
*
```

Values from the calculation:
* HOMO-LUMO gap: 10.58 eV
* LUMO level: 0.10 eV
* SMILES string: O=c1nn[nH]o1

The calculated energies rank the structures as follows, beginning with the most stable: *two*, *one*.

*one*
The following is a DFT calculation (wB97M-V/def2-TZVPD) of the molecule CHN3O2.

Geometry as ORCA input:
```
! RIJCOSX wB97M-V def2-TZVPD def2/J DEFGRID3
* xyz 0 1
O -0.299 -0.413 1.871
C -0.084 -0.118 0.605
N 1.110 0.073 0.049
N 0.833 0.225 -1.212
O -0.470 0.255 -1.410
N -1.077 -0.003 -0.217
H 0.591 -0.099 2.339
*
```

Values from the calculation:
* HOMO-LUMO gap: 11.14 eV
* LUMO level: 0.00 eV
* SMILES string: Oc1nnon1

*two*
The following is a DFT calculation (wB97M-V/def2-TZVPD) of the molecule CHN3O2.

Geometry as ORCA input:
```
! RIJCOSX wB97M-V def2-TZVPD def2/J DEFGRID3
* xyz 0 1
O -1.871 0.699 -0.532
C -0.712 0.640 -0.204
N -0.178 -0.734 0.170
N 1.089 -0.707 0.427
N 1.707 0.294 0.435
O 0.261 1.451 -0.066
H -0.630 -1.633 0.054
*
```

Values from the calculation:
* HOMO-LUMO gap: 9.75 eV
* LUMO level: -1.19 eV

The calculated energies rank the structures as follows, beginning with the most stable: *two*, *one*.

*one*
The following is a DFT calculation (wB97M-V/def2-TZVPD) of a cluster of 2 separate species, C7H11N2O2 in total.

Geometry as ORCA input:
```
! RIJCOSX wB97M-V def2-TZVPD def2/J DEFGRID3
* xyz -1 1
C 2.781 0.395 -0.154
C 2.015 0.996 0.992
C 1.827 -0.297 -1.232
O 1.452 -1.469 -0.974
O 1.997 0.225 -2.361
H 3.398 1.095 -0.714
H 3.465 -0.440 0.123
H 1.812 2.032 0.718
H 2.531 0.865 1.951
H 1.071 0.459 1.073
C -2.513 1.310 -0.367
C -1.142 -0.836 -0.663
C -2.183 -0.090 -0.111
C -2.022 -1.850 1.082
N -0.982 -1.910 0.204
N -2.730 -0.749 0.966
H -0.574 -0.379 -1.450
H 0.014 -2.078 0.349
H -3.142 1.841 0.383
H -3.263 1.398 -1.170
H -2.138 -2.517 1.932
H -1.675 2.000 -0.578
*
```

Values from the calculation:
* HOMO-LUMO gap: 8.15 eV
* LUMO level: 3.81 eV

*two*
The following is a DFT calculation (wB97M-V/def2-TZVPD) of a cluster of 2 separate species, C7H11N2O2 in total.

Geometry as ORCA input:
```
! RIJCOSX wB97M-V def2-TZVPD def2/J DEFGRID3
* xyz -1 1
C 1.281 0.745 0.085
C 1.064 0.230 1.520
C 1.588 2.190 -0.057
O 1.496 2.766 -1.117
O 1.850 2.901 1.074
H 2.061 0.055 -0.240
H 0.380 0.504 -0.467
H 0.369 0.639 2.252
H 2.024 0.320 2.053
H 0.834 -0.835 1.484
C -0.889 -0.828 -2.310
C -1.709 -0.351 0.162
C -1.283 -1.135 -0.899
C -1.592 -2.376 0.793
N -1.890 -1.167 1.269
N -1.259 -2.449 -0.502
H -1.738 0.696 0.440
H 1.334 3.712 1.069
H -1.522 -1.346 -3.037
H 0.101 -1.275 -2.472
H -1.679 -3.227 1.464
H -0.823 0.230 -2.563
*
```

Values from the calculation:
* HOMO-LUMO gap: 6.31 eV
* LUMO level: 3.03 eV

The calculated energies rank the structures as follows, beginning with the most stable: *two*, *one*.

*one*
The following is a DFT calculation (wB97M-V/def2-TZVPD) of a structure of composition C6H16O2.

Geometry as ORCA input:
```
! RIJCOSX wB97M-V def2-TZVPD def2/J DEFGRID3
* xyz 0 1
C 0.142 -1.746 -1.619
C 1.286 -1.026 -0.943
C 1.029 0.505 -0.708
C -0.369 1.045 -1.266
C -0.701 2.511 0.763
C -1.186 1.378 -0.110
H 0.450 -2.798 -1.853
H -0.734 -1.791 -0.955
H -0.243 -1.337 -2.530
H 2.189 -1.010 -1.627
H 1.525 -1.563 -0.005
H 1.095 0.607 0.451
H 1.684 1.283 -1.122
H -0.094 1.911 -1.910
H -0.783 0.216 -1.903
H 0.156 3.131 0.487
H -1.473 3.042 1.331
H -2.032 0.872 0.023
H 0.676 -0.200 3.143
H -0.557 1.323 1.059
O 0.602 -0.125 2.183
H -1.316 -2.213 3.002
H -0.352 -1.636 2.012
O -0.992 -2.379 2.099
*
```

Values from the calculation:
* HOMO-LUMO gap: 6.20 eV
* LUMO level: -1.61 eV

*two*
The following is a DFT calculation (wB97M-V/def2-TZVPD) of a cluster of 3 separate species, C6H16O2 in total.

Geometry as ORCA input:
```
! RIJCOSX wB97M-V def2-TZVPD def2/J DEFGRID3
* xyz 0 1
C 1.632 1.249 -2.447
C 0.735 0.075 -2.126
C -0.089 0.140 -1.084
C 0.100 1.146 0.068
C -1.169 -0.891 -0.728
C -1.622 -1.725 -1.917
H 2.098 1.231 -3.435
H 2.432 1.429 -1.736
H 1.069 2.192 -2.451
H 0.664 -0.761 -2.808
H 0.411 2.115 -0.321
H -0.800 1.244 0.669
H 0.834 0.631 0.706
H -0.635 -1.431 0.062
H -2.081 -0.441 -0.329
H -2.403 -1.267 -2.519
H -0.774 -2.133 -2.460
H -2.232 -2.597 -1.596
O 3.089 0.905 3.335
H 2.791 1.129 4.223
H 2.615 1.487 2.700
O -2.542 -1.030 3.183
H -3.087 -1.611 3.697
H -2.940 -0.167 3.045
*
```

Values from the calculation:
* HOMO-LUMO gap: 9.35 eV
* LUMO level: 0.67 eV
* SMILES string: C/C=C(\C)CC.O.O

*three*
The following is a DFT calculation (wB97M-V/def2-TZVPD) of a cluster of 3 separate species, C6H16O2 in total.

Geometry as ORCA input:
```
! RIJCOSX wB97M-V def2-TZVPD def2/J DEFGRID3
* xyz 0 1
C 1.336 2.072 2.394
C 0.669 1.030 1.876
C 1.151 -0.340 2.071
C -0.637 1.196 1.143
C -0.546 2.378 0.168
C 0.151 2.069 -1.216
H 2.228 1.870 3.023
H 1.132 3.105 2.269
H 1.973 -0.494 2.764
H 0.387 -1.128 2.166
H 1.629 -0.801 1.154
H -1.417 1.488 1.845
H -0.979 0.295 0.628
H -0.113 3.225 0.663
H -1.565 2.739 -0.022
H -0.480 2.425 -2.029
H 0.323 0.990 -1.297
H 0.990 2.758 -1.266
O -1.715 -3.243 -6.218
H -2.468 -2.888 -5.744
H -1.140 -2.475 -6.311
O -0.031 -3.640 1.374
H 0.234 -2.756 1.084
H 0.836 -4.056 1.323
*
```

Values from the calculation:
* HOMO-LUMO gap: 9.86 eV
* LUMO level: 0.65 eV
* SMILES string: C=C(C)CCC.O.O

*four*
The following is a DFT calculation (wB97M-V/def2-TZVPD) of a cluster of 3 separate species, C6H16O2 in total.

Geometry as ORCA input:
```
! RIJCOSX wB97M-V def2-TZVPD def2/J DEFGRID3
* xyz 0 1
C 0.396 -0.700 3.020
C -0.356 -1.472 2.090
C -0.799 -0.910 0.954
C -1.522 -1.518 -0.203
C -1.123 -0.691 -1.428
C 0.057 -1.135 -2.405
H 0.007 0.239 3.469
H 1.350 -0.332 2.570
H 0.622 -1.377 3.793
H -0.403 -2.523 2.158
H -0.690 0.241 0.948
H -1.030 -2.627 -0.259
H -2.554 -1.594 -0.235
H -1.871 -0.636 -2.195
H -0.946 0.328 -1.130
H -0.058 -0.971 -3.464
H 0.175 -2.293 -2.377
H 0.891 -0.569 -2.051
O -1.345 1.990 2.094
H -1.752 1.735 1.255
H -1.381 1.185 2.634
O 3.855 3.089 -3.461
H 3.221 3.264 -2.879
H 4.428 3.851 -3.479
*
```

Values from the calculation:
* HOMO-LUMO gap: 9.95 eV
* LUMO level: 0.79 eV
* SMILES string: C/C=C/CCC.O.O

The calculated energies rank the structures as follows, beginning with the most stable: *two*, *three*, *four*, *one*.

*one*
The following is a DFT calculation (wB97M-V/def2-TZVPD) of a cluster of 8 separate species, H16O8 in total.

Geometry as ORCA input:
```
! RIJCOSX wB97M-V def2-TZVPD def2/J DEFGRID3
* xyz 0 1
O -0.419 -0.320 0.229
H -0.109 -0.672 -0.612
H -0.006 0.458 0.381
O 1.666 1.139 -4.600
H 1.880 0.349 -5.226
H 1.389 0.846 -3.761
O 0.707 2.718 -1.731
H 0.092 2.138 -1.361
H 1.066 3.125 -0.873
O 3.290 -1.998 0.828
H 3.031 -2.228 1.704
H 2.446 -1.921 0.285
O 0.976 0.889 1.851
H 1.203 1.588 1.218
H 0.440 1.277 2.487
O -1.731 -3.295 2.134
H -2.239 -2.942 1.462
H -2.364 -3.109 2.871
O -0.946 2.120 2.654
H -1.674 1.536 2.278
H -1.425 2.935 2.747
O -3.148 -1.374 -1.532
H -2.853 -0.730 -0.936
H -4.029 -1.680 -1.334
*
```

Values from the calculation:
* HOMO-LUMO gap: 10.82 eV
* LUMO level: -0.24 eV
* SMILES string: O.O.O.O.O.O.O.O

*two*
The following is a DFT calculation (wB97M-V/def2-TZVPD) of a structure of composition H16O8.

Geometry as ORCA input:
```
! RIJCOSX wB97M-V def2-TZVPD def2/J DEFGRID3
* xyz 0 1
O 0.849 0.194 -0.290
H 0.254 0.548 0.371
H 0.465 -0.650 -0.530
O 1.662 0.409 -2.086
H 0.888 0.012 -2.485
H 1.446 0.476 -1.156
O -2.309 0.058 0.974
H -1.370 -0.064 1.111
H -2.684 0.047 1.855
O 0.842 -1.332 -2.858
H 0.438 -1.498 -2.007
H 1.340 -2.128 -3.046
O -0.653 -0.525 1.884
H -0.380 -1.398 1.599
H -0.235 -0.409 2.737
O -0.486 2.743 0.080
H 0.329 3.227 -0.053
H -0.269 2.086 0.742
O -0.003 -1.553 -0.953
H 0.586 -2.235 -0.630
H -0.812 -1.681 -0.458
O 0.059 1.318 1.355
H -0.251 0.496 1.736
H 0.293 1.859 2.108
*
```

Values from the calculation:
* HOMO-LUMO gap: 5.33 eV
* LUMO level: -1.61 eV

*three*
The following is a DFT calculation (wB97M-V/def2-TZVPD) of a cluster of 8 separate species, H16O8 in total.

Geometry as ORCA input:
```
! RIJCOSX wB97M-V def2-TZVPD def2/J DEFGRID3
* xyz 0 1
O 3.646 -1.705 1.382
H 2.712 -1.859 1.472
H 3.624 -0.941 0.821
O -0.269 -0.098 0.392
H -0.641 0.492 1.033
H 0.129 -0.798 0.895
O -1.633 2.799 -0.128
H -1.791 3.391 -0.823
H -0.751 2.518 -0.373
O 1.155 -2.414 1.181
H 1.251 -2.577 0.233
H 1.103 -3.344 1.486
O 0.543 2.331 -1.459
H 0.345 1.457 -1.678
H 0.526 2.759 -2.297
O -3.250 0.746 -0.133
H -2.850 1.652 -0.163
H -4.204 1.016 -0.168
O -2.350 -2.250 -0.059
H -1.805 -1.478 0.175
H -3.186 -1.975 0.366
O 2.776 0.193 -0.436
H 3.038 -0.311 -1.188
H 1.883 0.398 -0.530
*
```

Values from the calculation:
* HOMO-LUMO gap: 10.40 eV
* LUMO level: 0.12 eV
* SMILES string: O.O.O.O.O.O.O.O

*four*
The following is a DFT calculation (wB97M-V/def2-TZVPD) of a cluster of 8 separate species, H16O8 in total.

Geometry as ORCA input:
```
! RIJCOSX wB97M-V def2-TZVPD def2/J DEFGRID3
* xyz 0 1
O 1.053 -0.048 0.001
H 0.435 -0.006 -0.666
H 0.723 0.404 0.774
O 0.089 3.636 0.857
H 0.183 4.045 1.757
H 0.972 3.273 0.811
O 1.210 -2.028 -3.251
H 0.568 -2.219 -2.524
H 1.074 -1.123 -3.511
O -0.961 -2.334 -1.403
H -1.679 -2.791 -1.007
H -1.480 -1.542 -1.629
O -1.634 1.403 0.813
H -1.508 1.163 1.777
H -2.052 2.258 0.955
O 1.143 -2.598 0.745
H 1.737 -2.912 0.066
H 1.210 -1.631 0.587
O -1.123 0.683 -1.734
H -1.396 0.767 -0.793
H -1.934 0.655 -2.222
O 1.405 0.216 2.990
H 0.818 -0.373 3.399
H 1.146 1.101 3.210
*
```

Values from the calculation:
* HOMO-LUMO gap: 9.48 eV
* LUMO level: -0.39 eV
* SMILES string: O.O.O.O.O.O.O.O

The calculated energies rank the structures as follows, beginning with the most stable: *three*, *four*, *one*, *two*.